The following is a quantum chemistry calculation of a structure of composition C29H20ClCoF5PS in a non-equilibrium geometry, from the Open Molecules 2025 dataset.

**Highest occupied orbital energy (spin up / spin down)**: -8.256 / -8.324 eV
**Multiplicity**: 5
**DFT total energy**: -114256.1598 eV
**LUMO (spin up / spin down)**: 0.2 / -2.7 eV

Each line ends with the natural charge from an NBO analysis.
CARTESIAN COORDINATES (ANGSTROEM)
C  3.70  0.15  0.62  -0.32
C  2.60  0.59  1.41  -0.37
C  2.05  -0.56  2.08  -0.35
H  2.22  1.59  1.47  0.25
C  2.85  -1.68  1.74  -0.27
C  3.82  -1.27  0.80  -0.35
H  4.54  -1.91  0.31  0.25
H  4.30  0.76  -0.03  0.25
H  1.19  -0.56  2.73  0.25
H  2.64  -2.70  2.02  0.25
Co  1.90  -0.79  -0.06  1.25
Cl  0.71  -2.67  -0.58  -0.61
P  -1.77  0.19  0.38  0.79
C  -2.70  -0.26  1.91  -0.24
C  -3.45  0.64  2.66  -0.24
H  -3.51  1.67  2.35  0.22
C  -4.13  0.21  3.80  -0.21
H  -4.71  0.93  4.37  0.21
C  -4.07  -1.11  4.19  -0.21
H  -4.60  -1.44  5.08  0.21
C  -3.32  -2.02  3.45  -0.20
H  -3.27  -3.06  3.75  0.21
C  -2.64  -1.60  2.32  -0.23
H  -2.04  -2.30  1.75  0.23
C  -1.89  2.02  0.41  -0.35
C  -0.94  2.71  1.16  -0.22
H  -0.17  2.16  1.68  0.21
C  -0.97  4.09  1.25  -0.20
H  -0.23  4.61  1.84  0.21
C  -1.94  4.81  0.57  -0.21
H  -1.96  5.89  0.62  0.22
C  -2.89  4.14  -0.20  -0.22
H  -3.65  4.69  -0.73  0.22
C  -2.87  2.75  -0.27  -0.16
H  -3.61  2.23  -0.86  0.22
C  -2.99  -0.24  -0.93  -0.24
C  -4.32  -0.57  -0.68  -0.24
H  -4.69  -0.59  0.34  0.22
C  -5.18  -0.88  -1.73  -0.20
H  -6.21  -1.14  -1.52  0.21
C  -4.72  -0.85  -3.04  -0.21
H  -5.39  -1.09  -3.85  0.21
C  -3.39  -0.53  -3.29  -0.21
H  -3.03  -0.51  -4.31  0.22
C  -2.53  -0.23  -2.25  -0.23
H  -1.50  0.01  -2.45  0.22
F  8.80  -1.74  -2.93  -0.28
C  7.47  -1.55  -2.71  0.28
C  6.59  -2.63  -2.75  0.27
F  7.07  -3.88  -3.02  -0.29
C  5.23  -2.43  -2.53  0.35
F  4.40  -3.50  -2.61  -0.28
C  4.72  -1.14  -2.28  -0.30
S  2.91  -1.07  -2.15  -0.03
C  5.60  -0.05  -2.27  0.32
F  5.14  1.22  -2.11  -0.29
C  6.98  -0.26  -2.47  0.31
F  7.84  0.79  -2.46  -0.29


The following is a quantum chemistry calculation of a structure of composition C29H20ClF3N2O4PRbS6 in a non-equilibrium geometry, from the Open Molecules 2025 dataset.

**Highest occupied orbital energy**: -0.042 eV
**Relative energy (zero: lowest compared OMol25 entry of this formula, charge and spin)**: 1.877 eV
**DFT total energy**: -137203.3866 eV
**Net charge**: -2
**LUMO**: 3.4 eV

Each line ends with the natural charge from an NBO analysis.
CARTESIAN COORDINATES (ANGSTROEM)
Rb  -0.58  0.43  0.00  0.89
Cl  0.22  -2.09  1.47  0.06
C  1.28  -3.46  1.46  -0.02
C  1.27  -4.36  2.50  -0.23
C  2.14  -5.44  2.48  -0.20
C  3.02  -5.60  1.42  -0.25
C  3.03  -4.69  0.38  -0.14
C  2.14  -3.62  0.35  -0.38
P  2.12  -2.29  -0.92  0.85
C  0.66  -2.74  -1.94  -0.35
C  -0.13  -3.88  -1.75  -0.16
C  -1.23  -4.10  -2.55  -0.23
C  -1.56  -3.19  -3.55  -0.21
C  -0.78  -2.06  -3.74  -0.19
C  0.32  -1.83  -2.94  -0.22
C  3.48  -2.87  -2.01  -0.24
C  3.33  -3.78  -3.04  -0.23
C  4.42  -4.15  -3.82  -0.22
C  5.67  -3.61  -3.58  -0.22
C  5.83  -2.69  -2.55  -0.20
C  4.75  -2.32  -1.78  -0.21
H  0.59  -4.21  3.33  0.23
H  2.12  -6.16  3.29  0.21
H  3.71  -6.43  1.42  0.20
H  3.73  -4.81  -0.44  0.21
H  0.12  -4.58  -0.96  0.21
H  -1.85  -4.97  -2.40  0.20
H  -2.43  -3.36  -4.17  0.21
H  -1.04  -1.35  -4.52  0.22
H  0.93  -0.94  -3.07  0.26
H  2.36  -4.21  -3.25  0.22
H  4.29  -4.86  -4.63  0.20
H  6.52  -3.89  -4.20  0.20
H  6.81  -2.25  -2.37  0.21
H  4.87  -1.59  -0.99  0.22
O  2.13  6.28  -4.91  -0.66
C  1.94  5.49  -3.99  0.15
S  0.94  5.81  -2.59  0.27
C  1.15  4.26  -1.72  -0.39
C  1.94  3.35  -2.35  -0.42
S  2.39  1.79  -1.81  -0.60
S  2.62  3.88  -3.92  0.26
S  0.35  4.11  -0.22  -0.52
N  3.64  0.25  1.03  -0.82
C  3.00  1.17  1.79  0.33
N  1.74  1.25  1.97  -0.54
C  1.40  2.30  2.79  0.23
C  0.10  2.67  3.14  -0.22
C  -0.08  3.77  3.97  -0.21
C  1.00  4.50  4.45  -0.24
C  2.30  4.14  4.11  -0.21
C  2.48  3.05  3.29  -0.25
S  3.97  2.38  2.67  0.27
H  3.07  -0.12  0.28  0.42
H  4.57  0.50  0.74  0.39
H  -0.73  2.10  2.76  0.23
H  -1.09  4.07  4.22  0.21
H  0.83  5.36  5.08  0.20
H  3.15  4.72  4.46  0.20
F  -3.38  -2.81  0.82  -0.33
C  -4.16  -1.81  1.27  0.68
F  -5.33  -1.89  0.61  -0.34
F  -4.41  -2.06  2.57  -0.34
S  -3.37  -0.13  1.04  2.35
O  -2.99  -0.17  -0.36  -1.01
O  -4.44  0.76  1.40  -0.96
O  -2.25  -0.20  1.96  -1.02


The following is a quantum chemistry calculation of a structure of composition C29H20MgN6O4S3 in a non-equilibrium geometry, from the Open Molecules 2025 dataset.

**Highest occupied orbital energy**: -7.810 eV
**DFT total energy**: -85481.9176 eV
**LUMO**: -1.0 eV

Each line ends with the natural charge from an NBO analysis.
CARTESIAN COORDINATES (ANGSTROEM)
Mg  -0.34  0.55  -0.55  1.71
O  0.32  5.99  -4.89  -0.71
C  1.31  5.52  -4.30  0.73
O  2.56  5.72  -4.50  -0.73
C  0.93  4.31  -3.36  -0.02
C  1.88  3.49  -2.75  -0.22
C  1.48  2.34  -2.02  0.24
N  0.19  1.99  -1.94  -0.63
C  -0.73  2.75  -2.53  0.16
C  -0.40  3.95  -3.16  -0.20
C  -2.14  2.30  -2.36  0.17
C  -3.18  2.88  -3.00  -0.22
C  -4.46  2.38  -2.77  -0.13
C  -4.64  1.32  -1.88  -0.25
C  -3.51  0.79  -1.25  0.07
N  -2.29  1.26  -1.50  -0.55
C  2.40  1.57  -1.19  0.14
C  3.72  1.79  -1.19  -0.23
C  4.57  1.10  -0.37  -0.13
C  4.07  0.02  0.35  -0.24
C  2.70  -0.17  0.30  0.06
N  1.86  0.61  -0.42  -0.58
H  2.91  3.72  -2.95  0.25
H  -1.15  4.63  -3.65  0.26
H  -3.08  3.78  -3.64  0.25
H  -5.31  2.70  -3.35  0.23
H  -5.62  0.87  -1.72  0.23
H  -3.63  -0.09  -0.57  0.21
H  4.06  2.65  -1.77  0.24
H  5.61  1.43  -0.24  0.23
H  4.73  -0.62  1.01  0.25
H  2.21  -0.95  0.87  0.24
N  -1.14  -6.49  -0.90  -0.77
C  -0.09  -5.59  -0.95  0.08
S  1.41  -6.20  -1.23  -0.09
C  -0.45  -4.13  -0.85  -0.06
C  0.05  -3.32  -1.86  -0.20
C  -0.17  -1.96  -1.73  0.03
N  -0.91  -1.45  -0.75  -0.60
C  -1.51  -2.24  0.09  0.09
C  -1.30  -3.63  0.11  -0.19
H  -0.90  -7.46  -1.09  0.42
H  -2.10  -6.30  -0.62  0.40
H  0.63  -3.70  -2.71  0.25
H  0.37  -1.30  -2.43  0.21
H  -2.02  -1.70  0.86  0.22
H  -1.67  -4.19  0.95  0.24
O  0.10  -3.48  3.12  -0.94
S  0.85  -2.27  3.10  2.28
O  2.27  -2.37  2.82  -0.93
N  0.17  -1.19  2.00  -0.80
C  -0.26  -0.15  2.63  0.20
S  -0.96  1.22  1.73  -0.47
C  -0.15  -0.18  4.12  -0.15
C  -0.59  0.70  5.06  -0.15
C  -0.28  0.54  6.42  -0.19
C  0.40  -0.54  6.85  -0.19
C  0.77  -1.59  5.93  -0.17
C  0.48  -1.32  4.57  -0.29
H  -1.09  1.61  4.73  0.24
H  -0.73  1.26  7.13  0.23
H  0.56  -0.66  7.91  0.22
H  1.24  -2.48  6.27  0.24


The following is a quantum chemistry calculation of a structure of composition C29H20N7PtSSe in a non-equilibrium geometry, from the Open Molecules 2025 dataset.

**Highest occupied orbital energy**: -16.689 eV
**DFT total energy**: -120230.6959 eV
**Net charge**: +3
**LUMO**: -10.3 eV

Each line ends with the natural charge from an NBO analysis.
CARTESIAN COORDINATES (ANGSTROEM)
Pt  -0.37  -0.23  0.04  1.40
C  -1.54  -3.37  -2.89  -0.19
C  -1.50  -4.51  -2.12  -0.08
C  -1.20  -4.38  -0.77  -0.20
C  -0.91  -3.13  -0.25  0.23
N  -0.91  -2.01  -1.02  -0.42
C  -1.24  -2.14  -2.31  0.07
C  -0.60  -2.93  1.17  0.17
C  -0.63  -3.90  2.15  -0.18
C  -0.31  -3.56  3.45  -0.08
C  0.04  -2.25  3.76  -0.18
C  0.05  -1.32  2.74  0.20
N  -0.27  -1.66  1.48  -0.41
C  0.32  0.12  2.89  0.16
C  0.98  0.68  3.96  -0.20
C  1.07  2.07  4.03  -0.08
C  0.47  2.84  3.05  -0.23
C  -0.14  2.20  1.98  0.12
N  -0.19  0.86  1.88  -0.46
H  -1.79  -3.40  -3.94  0.27
H  -1.72  -5.48  -2.54  0.27
H  -1.19  -5.25  -0.13  0.26
H  -1.29  -1.26  -2.92  0.23
H  -0.90  -4.92  1.91  0.26
H  -0.34  -4.31  4.23  0.27
H  0.26  -1.96  4.78  0.27
H  1.43  0.06  4.72  0.26
H  1.59  2.54  4.86  0.27
H  0.47  3.92  3.10  0.27
H  -0.61  2.75  1.19  0.25
S  -3.92  1.72  -1.73  0.61
C  -4.29  1.36  -0.12  -0.35
C  -3.27  0.74  0.55  -0.31
C  -2.17  0.54  -0.31  -0.07
C  -2.36  1.05  -1.57  -0.38
C  -1.27  1.01  -2.50  0.21
C  -1.27  1.46  -3.81  -0.22
C  -0.12  1.30  -4.57  -0.08
C  1.00  0.70  -4.01  -0.23
C  0.95  0.26  -2.70  0.05
N  -0.15  0.42  -1.96  -0.45
H  -5.27  1.62  0.27  0.28
H  -3.33  0.44  1.59  0.25
H  -2.15  1.91  -4.24  0.26
H  -0.10  1.64  -5.60  0.27
H  1.91  0.56  -4.58  0.27
H  1.79  -0.22  -2.23  0.23
Se  3.47  -0.80  0.79  1.08
N  4.42  0.68  0.65  -0.52
C  3.61  1.63  0.23  0.12
C  4.01  2.99  -0.02  -0.12
C  3.05  3.84  -0.44  -0.25
C  1.70  3.38  -0.59  0.15
N  1.27  2.17  -0.37  -0.51
C  2.24  1.27  0.01  0.27
N  1.95  -0.02  0.21  -0.81
H  5.04  3.28  0.13  0.27
H  3.28  4.88  -0.65  0.27
H  0.95  4.10  -0.91  0.22


The following is a quantum chemistry calculation of a structure of composition C29H21CoINSSbSe, from the Open Molecules 2025 dataset.

**Highest occupied orbital energy (spin up / spin down)**: -10.758 / -10.757 eV
**DFT total energy**: -160342.9776 eV
**Net charge**: +1
**LUMO (spin up / spin down)**: -4.4 / -4.4 eV

Each line ends with the natural charge from an NBO analysis.
CARTESIAN COORDINATES (ANGSTROEM)
Co  1.61  -2.33  -0.60  0.84
I  1.59  -3.87  -2.65  0.37
C  -0.40  -4.31  -2.19  -0.14
C  -1.13  -5.10  -3.02  -0.23
C  -2.44  -5.45  -2.63  -0.20
C  -2.93  -5.02  -1.43  -0.14
C  -2.17  -4.20  -0.57  -0.08
C  -2.66  -3.79  0.69  -0.16
C  -1.90  -3.02  1.52  -0.19
C  -0.62  -2.58  1.11  -0.25
C  -0.10  -2.95  -0.10  -0.11
C  -0.86  -3.80  -0.96  -0.07
H  -0.73  -5.48  -3.95  0.24
H  -3.04  -6.07  -3.28  0.24
H  -3.93  -5.30  -1.12  0.23
H  -3.65  -4.11  0.99  0.23
H  -2.27  -2.72  2.49  0.23
H  -0.07  -1.94  1.78  0.23
S  1.08  -0.64  -1.79  -0.48
Sb  0.78  1.16  -0.32  1.77
C  0.04  2.65  -1.59  -0.32
C  -0.97  3.50  -1.15  -0.25
C  -1.42  4.51  -1.98  -0.20
C  -0.87  4.68  -3.24  -0.16
C  0.14  3.83  -3.68  -0.20
C  0.60  2.81  -2.85  -0.24
C  2.53  1.84  0.58  -0.31
C  2.44  2.88  1.50  -0.25
C  3.60  3.36  2.09  -0.18
C  4.83  2.81  1.75  -0.17
C  4.91  1.79  0.82  -0.19
C  3.76  1.29  0.23  -0.24
C  -0.72  0.83  1.09  -0.33
C  -0.43  0.84  2.45  -0.24
C  -1.45  0.61  3.36  -0.20
C  -2.74  0.38  2.92  -0.18
C  -3.03  0.37  1.56  -0.19
C  -2.02  0.59  0.64  -0.24
H  -1.41  3.37  -0.17  0.23
H  -2.21  5.17  -1.64  0.23
H  -1.22  5.47  -3.89  0.23
H  0.57  3.96  -4.66  0.23
H  1.39  2.16  -3.20  0.22
H  1.48  3.31  1.76  0.22
H  3.54  4.16  2.81  0.23
H  5.73  3.19  2.22  0.23
H  5.87  1.37  0.57  0.23
H  3.82  0.48  -0.49  0.23
H  0.58  1.00  2.80  0.25
H  -1.23  0.61  4.42  0.24
H  -3.54  0.20  3.63  0.23
H  -4.04  0.18  1.21  0.23
H  -2.24  0.57  -0.43  0.23
Se  2.91  -0.56  3.60  -0.04
C  2.46  -1.14  2.02  0.16
N  2.16  -1.53  0.95  -0.77


The following is a quantum chemistry calculation of a structure of composition C29H21EuI2N5O2S4 in a non-equilibrium geometry, from the Open Molecules 2025 dataset.

**Highest occupied orbital energy (spin up / spin down)**: -5.177 / -5.206 eV
**Multiplicity**: 7
**DFT total energy**: -120836.5210 eV
**Net charge**: -1
**LUMO (spin up / spin down)**: 2.0 / 2.0 eV

Each line ends with the natural charge from an NBO analysis.
CARTESIAN COORDINATES (ANGSTROEM)
Eu  -1.27  -0.60  -0.91  1.66
C  1.67  -2.79  -0.23  -0.68
C  1.55  -1.29  -0.24  0.34
N  0.69  -0.72  0.55  -0.37
N  0.90  0.65  0.64  -0.43
C  -0.06  1.48  0.88  -0.05
S  -1.74  1.21  1.10  -0.28
S  0.42  3.19  1.00  0.26
C  2.19  3.19  0.50  -0.57
C  3.14  3.17  1.66  0.07
C  3.71  4.34  2.14  -0.25
C  4.58  4.32  3.22  -0.20
C  4.90  3.11  3.83  -0.23
C  4.34  1.94  3.35  -0.21
C  3.47  1.96  2.27  -0.23
C  2.37  -0.49  -1.17  -0.25
C  3.76  -0.58  -1.18  -0.12
C  4.51  0.23  -2.00  -0.31
C  3.86  1.13  -2.85  -0.19
C  2.48  1.20  -2.88  -0.29
C  1.68  0.40  -2.04  0.41
O  0.38  0.46  -2.08  -0.80
H  1.91  -3.14  0.77  0.22
H  2.45  -3.09  -0.93  0.23
H  0.74  -3.25  -0.55  0.26
H  2.30  4.10  -0.09  0.22
H  2.31  2.32  -0.14  0.27
H  3.46  5.29  1.66  0.20
H  5.02  5.24  3.58  0.20
H  5.58  3.10  4.67  0.20
H  4.59  0.99  3.81  0.21
H  3.02  1.05  1.89  0.24
H  4.24  -1.28  -0.50  0.19
H  5.60  0.18  -1.98  0.20
H  4.44  1.77  -3.50  0.20
H  1.98  1.90  -3.54  0.21
I  -6.55  -0.25  -1.30  0.12
C  -5.55  -1.49  0.07  -0.24
C  -6.26  -2.24  0.99  -0.22
C  -5.58  -3.03  1.89  -0.18
I  -6.72  -4.18  3.25  0.08
C  -4.17  -3.08  1.90  -0.14
C  -3.39  -3.83  2.81  -0.13
C  -2.03  -3.77  2.75  -0.26
C  -1.42  -2.96  1.78  0.07
N  -2.11  -2.26  0.91  -0.45
C  -3.46  -2.31  0.94  0.18
C  -4.16  -1.49  -0.04  0.35
O  -3.52  -0.82  -0.92  -0.74
H  -7.34  -2.21  1.01  0.23
H  -3.89  -4.44  3.55  0.22
H  -1.42  -4.33  3.45  0.22
H  -0.35  -2.86  1.73  0.21
S  -2.80  -3.99  -3.90  -0.22
C  -1.89  -3.11  -2.93  0.20
N  -1.20  -2.47  -2.21  -0.74
S  -3.16  3.31  -3.44  0.41
C  -2.93  1.91  -4.41  -0.45
C  -2.46  0.89  -3.65  -0.02
N  -2.28  1.21  -2.32  -0.46
C  -2.61  2.43  -2.07  -0.09
H  -3.14  1.92  -5.46  0.24
H  -2.22  -0.10  -4.00  0.24
H  -2.55  2.88  -1.09  0.25


The following is a quantum chemistry calculation of a structure of composition C29H21F3FeN12O3P2SSe2, from the Open Molecules 2025 dataset.

**Highest occupied orbital energy (spin up / spin down)**: -2.707 / -2.721 eV
**Relative energy (zero: lowest compared OMol25 entry of this formula, charge and spin)**: 0.297 eV
**Multiplicity**: 5
**DFT total energy**: -257087.4804 eV
**Net charge**: -2
**LUMO (spin up / spin down)**: 3.7 / 3.7 eV

Each line ends with the Löwdin charge.
CARTESIAN COORDINATES (ANGSTROEM)
Fe  3.06  -1.64  -0.30  0.64
N  5.19  -1.45  2.37  0.14
C  5.77  -1.46  1.11  -0.49
N  7.08  -1.52  0.93  0.00
N  7.21  -1.46  -0.41  -0.13
N  6.07  -1.37  -0.98  -0.09
N  5.10  -1.36  -0.04  -0.10
C  3.85  -1.26  2.63  -0.48
N  3.39  -1.00  3.85  0.01
N  2.06  -0.90  3.66  -0.11
N  1.75  -1.08  2.43  -0.07
N  2.88  -1.31  1.72  -0.06
H  5.81  -1.50  3.15  0.13
Se  -2.90  1.62  -3.09  0.26
P  -2.62  0.30  -1.46  0.53
C  -3.11  1.01  0.13  -0.38
C  -2.81  0.31  1.30  -0.09
C  -3.20  0.82  2.53  -0.08
C  -3.89  2.03  2.60  -0.10
C  -4.17  2.73  1.44  -0.09
C  -3.78  2.23  0.20  -0.11
C  -3.72  -1.14  -1.66  -0.35
C  -3.51  -1.98  -2.75  -0.11
C  -4.37  -3.03  -3.00  -0.08
C  -5.47  -3.25  -2.18  -0.10
C  -5.69  -2.40  -1.10  -0.10
C  -4.82  -1.35  -0.85  -0.08
C  -1.01  -0.43  -1.19  -0.41
C  0.31  -0.03  -0.93  -0.40
N  1.02  -1.17  -0.86  -0.11
N  0.22  -2.19  -1.10  -0.02
N  -1.00  -1.78  -1.31  -0.01
P  1.26  1.47  -0.61  0.61
Se  3.29  1.12  -1.10  0.42
C  1.07  1.97  1.13  -0.33
C  -0.16  2.32  1.68  -0.09
C  -0.24  2.70  3.01  -0.08
C  0.89  2.69  3.81  -0.09
C  2.11  2.31  3.27  -0.08
C  2.20  1.95  1.94  -0.13
C  0.58  2.78  -1.67  -0.35
C  0.67  2.57  -3.05  -0.13
C  0.30  3.55  -3.94  -0.10
C  -0.20  4.76  -3.46  -0.10
C  -0.29  4.98  -2.10  -0.09
C  0.11  4.00  -1.20  -0.08
H  -2.25  -0.61  1.25  0.12
H  -2.95  0.28  3.44  0.11
H  -4.18  2.43  3.56  0.10
H  -4.68  3.68  1.49  0.10
H  -3.99  2.76  -0.72  0.05
H  -2.65  -1.82  -3.39  0.10
H  -4.18  -3.69  -3.84  0.10
H  -6.14  -4.07  -2.37  0.09
H  -6.55  -2.56  -0.46  0.09
H  -5.01  -0.70  -0.01  0.10
H  -1.05  2.31  1.07  0.09
H  -1.20  2.98  3.42  0.09
H  0.82  2.96  4.85  0.10
H  2.99  2.25  3.90  0.10
H  3.15  1.63  1.52  0.04
H  1.06  1.62  -3.41  0.10
H  0.36  3.37  -5.00  0.10
H  -0.50  5.53  -4.16  0.10
H  -0.66  5.93  -1.73  0.10
H  0.06  4.20  -0.14  0.09
F  2.20  -7.09  -0.19  0.11
C  1.99  -5.84  -0.64  -0.68
F  1.79  -5.94  -1.96  0.12
F  0.87  -5.40  -0.09  0.13
S  3.43  -4.75  -0.25  0.49
O  3.35  -4.55  1.17  -0.29
O  4.55  -5.48  -0.78  -0.29
O  3.07  -3.55  -1.04  -0.40